(1)
This record from the Open Molecules 2025 dataset describes a molecular structure, C27H31N6RuSSe in a non-equilibrium geometry. The level of theory is wB97M-V/def2-TZVPD.

Last column: Mulliken charge in e.
Geometry (Å):
Ru  0.01  0.05  -0.22  -0.5900
C  -2.73  2.04  1.50  -0.7112
C  -2.62  2.97  0.27  -0.4960
C  -1.52  2.62  -0.76  -1.2962
N  -0.34  2.06  -0.12  0.5806
C  0.52  2.82  0.50  1.5423
C  0.40  4.25  0.54  -1.0980
C  1.22  5.21  1.09  -0.6561
C  2.37  5.10  1.87  -0.7191
C  2.93  3.91  2.30  -0.5629
C  2.58  2.59  2.03  -1.0270
C  1.60  2.03  1.17  1.4172
N  1.52  0.74  0.93  0.3330
C  2.48  -0.24  1.44  -0.5588
C  2.92  -1.23  0.36  -0.8024
C  1.87  -2.27  -0.07  -0.7876
N  0.52  -1.85  0.25  0.4227
C  -0.28  -2.51  1.05  1.2431
C  0.16  -3.62  1.85  -0.8974
C  -0.54  -4.55  2.57  -0.6823
C  -1.92  -4.69  2.77  -0.6232
C  -2.88  -3.80  2.35  -0.7189
C  -2.78  -2.60  1.66  -0.5465
C  -1.67  -1.93  1.09  0.9699
N  -1.77  -0.76  0.49  0.5774
C  -3.08  -0.16  0.23  -1.4524
C  -3.58  0.78  1.32  -0.6531
H  -3.16  2.62  2.32  0.4214
H  -1.73  1.74  1.82  0.1051
H  -2.42  3.97  0.66  0.3639
H  -3.58  3.02  -0.26  0.4773
H  -1.28  3.51  -1.36  0.5645
H  -1.87  1.88  -1.47  -0.0105
H  -0.45  4.64  0.01  0.0435
H  0.89  6.23  0.89  0.2974
H  2.84  6.02  2.19  0.2862
H  3.78  4.01  2.96  0.2839
H  3.19  1.87  2.55  0.2229
H  2.03  -0.77  2.29  0.1862
H  3.38  0.25  1.79  0.3803
H  3.80  -1.76  0.71  0.4010
H  3.21  -0.64  -0.51  0.3457
H  2.11  -3.25  0.34  0.3190
H  1.91  -2.37  -1.16  0.1236
H  1.23  -3.75  1.88  0.1903
H  0.08  -5.30  3.04  0.2884
H  -2.25  -5.55  3.34  0.2895
H  -3.90  -4.07  2.63  0.2851
H  -3.72  -2.08  1.54  0.2427
H  -3.82  -0.95  0.04  0.6517
H  -3.02  0.39  -0.70  0.1571
H  -3.63  0.25  2.27  0.4212
H  -4.60  1.08  1.06  0.4047
Se  0.96  0.29  -2.39  -0.4619
C  1.67  -1.88  -6.71  -1.1829
C  0.68  -2.35  -5.68  0.8247
C  0.35  -3.69  -5.55  -0.6036
C  -0.56  -4.00  -4.56  -0.2118
N  -1.09  -3.09  -3.75  -0.5263
C  -0.71  -1.81  -3.93  0.5442
S  -1.37  -0.60  -2.85  -0.5273
N  0.15  -1.42  -4.89  -0.4911
H  1.72  -2.56  -7.56  0.3676
H  2.66  -1.82  -6.25  0.2416
H  1.40  -0.88  -7.04  0.3302
H  0.78  -4.45  -6.19  0.3466
H  -0.88  -5.03  -4.40  0.4009

The total energy is -116206.4576 eV. Its HOMO energy (alpha / beta) is -2.774 / -2.772 eV. Its strongest force on any atom is 1.45 eV Å⁻¹. The total charge is -1.

***

(2)
This record from the Open Molecules 2025 dataset describes a molecular structure, C27H31NO7PdS3. The level of theory is wB97M-V/def2-TZVPD.

Last column: Löwdin spin population.
Geometry (Å):
Pd  -0.78  -0.65  -1.41  1.4726
O  0.20  -0.74  -5.61  0.0026
C  -0.15  -0.84  -4.36  0.0049
O  0.11  -0.02  -3.48  0.0426
C  -0.94  -2.08  -4.06  0.0105
C  -1.33  -3.03  -5.00  0.0045
C  -2.09  -4.10  -4.56  -0.0033
C  -2.43  -4.21  -3.21  0.0043
C  -1.99  -3.23  -2.34  0.0101
N  -1.26  -2.20  -2.78  0.1218
C  -2.25  -3.15  -0.85  0.0070
O  -2.89  -4.09  -0.23  0.0019
O  -1.85  -2.19  -0.20  0.0640
H  0.69  0.08  -5.79  0.0001
H  -1.05  -2.92  -6.04  0.0010
H  -2.43  -4.86  -5.26  -0.0002
H  -3.03  -5.05  -2.88  0.0012
H  -3.17  -4.84  -0.78  0.0007
O  0.32  -1.25  1.79  0.2573
S  0.97  -1.92  2.92  0.3177
C  2.78  -1.98  2.74  0.0660
C  3.48  -0.65  3.00  0.0260
C  3.31  0.42  1.92  0.0176
C  4.15  0.10  0.67  0.0653
S  3.36  0.62  -0.87  0.2952
O  1.99  0.12  -0.98  0.2055
C  3.54  2.32  -1.02  0.1119
C  4.84  2.86  -0.92  0.0711
C  5.02  4.21  -1.12  0.0062
C  3.92  5.00  -1.46  0.1415
C  2.63  4.45  -1.60  0.0295
C  2.44  3.11  -1.41  0.0453
C  0.58  -1.30  4.48  0.0878
C  -0.45  -0.36  4.61  0.0425
C  -0.79  0.04  5.88  0.0182
C  -0.15  -0.51  7.00  0.1118
C  0.85  -1.47  6.85  0.0031
C  1.22  -1.89  5.59  0.0602
H  2.90  -2.36  1.72  -0.0002
H  3.10  -2.77  3.42  0.0005
H  4.54  -0.89  3.13  0.0055
H  3.16  -0.25  3.96  0.0029
H  3.66  1.37  2.33  0.0015
H  2.26  0.55  1.67  0.0020
H  4.34  -0.97  0.52  0.0004
H  5.12  0.60  0.67  0.0000
H  5.70  2.23  -0.70  0.0018
H  6.00  4.65  -1.03  -0.0014
H  4.06  6.06  -1.62  0.0056
H  1.80  5.10  -1.86  0.0001
H  1.46  2.66  -1.53  0.0015
H  -0.94  0.04  3.74  0.0017
H  -1.57  0.79  6.02  -0.0001
H  -0.44  -0.19  7.99  0.0045
H  1.33  -1.89  7.73  -0.0012
H  1.97  -2.66  5.48  0.0014
O  -2.32  0.73  -1.44  0.2096
S  -3.77  0.39  -1.90  0.0201
C  -4.29  1.86  -2.83  0.0085
C  -5.42  2.52  -2.03  0.0020
C  -5.13  2.25  -0.56  0.0014
C  -4.82  0.76  -0.48  0.0046
H  -4.56  1.56  -3.84  0.0002
H  -3.39  2.48  -2.86  0.0001
H  -6.38  2.08  -2.32  0.0001
H  -5.47  3.58  -2.26  0.0005
H  -5.98  2.50  0.07  0.0001
H  -4.28  2.83  -0.22  0.0005
H  -5.72  0.15  -0.62  -0.0001
H  -4.29  0.42  0.41  -0.0002

As for the spin multiplicity: 5. The total energy is -80267.7683 eV. Its HOMO energy (alpha / beta) is -19.230 / -19.505 eV. As for the expectation value of S²: 6.040. Its strongest force on any atom is 0.30 eV Å⁻¹. The total charge is +4. The relative energy (zero: lowest compared OMol25 entry of this formula, charge and spin) is 39.0 kJ/mol.

***

(3)
This record from the Open Molecules 2025 dataset describes a molecular structure, C27H32AuN5O2S3 in a non-equilibrium geometry. The level of theory is wB97M-V/def2-TZVPD.

Last column: Mulliken charge in e.
Geometry (Å):
Au  -2.65  -0.77  -0.74  0.1063
S  -1.17  -1.03  1.01  -0.0641
C  -1.16  0.56  1.72  0.2115
N  -0.84  0.75  3.00  0.2038
C  -1.20  2.00  3.69  -0.6880
C  -0.95  3.22  2.82  -0.6498
N  -1.11  2.96  1.40  0.1562
C  -1.55  4.01  0.51  -1.7995
C  -3.06  4.22  0.31  0.9749
C  -3.88  3.24  -0.30  0.1118
C  -5.16  3.58  -0.66  -0.4970
C  -5.79  4.68  -0.02  -0.5115
C  -5.05  5.53  0.74  -0.5820
C  -3.65  5.41  0.76  -0.5373
C  -1.17  1.67  0.85  0.1728
S  -0.91  1.47  -0.81  -0.1323
C  -0.52  -0.42  3.90  -1.6057
C  0.85  -0.99  3.68  0.9407
C  1.78  -0.46  2.75  -0.3202
C  3.00  -1.07  2.61  -0.5463
C  3.39  -2.16  3.40  -0.4320
C  2.46  -2.65  4.32  -0.5834
C  1.15  -2.16  4.31  -0.5649
H  -0.59  2.09  4.58  0.3991
H  -2.20  1.91  4.08  0.3606
H  0.07  3.64  2.99  0.3334
H  -1.54  4.08  3.09  0.4260
H  -1.13  3.72  -0.48  0.4915
H  -1.07  4.94  0.89  0.5180
H  -3.36  2.23  -0.65  -0.0073
H  -5.68  3.10  -1.50  0.4647
H  -6.81  4.75  -0.09  0.4684
H  -5.41  6.44  1.20  0.3519
H  -3.13  6.21  1.23  0.3575
H  -1.32  -1.13  3.66  0.5049
H  -0.47  -0.06  4.97  0.4401
H  1.54  0.40  2.15  0.4053
H  3.73  -0.66  1.88  0.4465
H  4.35  -2.62  3.33  0.4364
H  2.71  -3.52  4.96  0.3218
H  0.36  -2.68  4.90  0.3579
C  3.58  -5.07  -0.31  -1.3348
C  3.95  -3.56  -0.43  -0.1299
C  4.39  -3.14  -1.80  -0.7389
S  4.80  -1.32  -1.94  0.4258
O  6.11  -0.81  -1.36  -0.6624
C  5.11  -1.17  -3.78  -0.8042
C  4.08  -1.70  -4.70  -0.3643
C  2.84  -0.80  -4.81  -1.0895
H  3.05  -5.16  0.63  0.3661
H  4.53  -5.65  -0.36  0.3461
H  2.90  -5.36  -1.14  0.3327
H  4.71  -3.42  0.28  0.3964
H  3.03  -2.97  -0.09  0.1457
H  3.60  -3.32  -2.55  0.3648
H  5.30  -3.71  -2.05  0.3666
H  6.10  -1.58  -3.94  0.4111
H  5.23  -0.09  -3.83  0.3879
H  3.89  -2.76  -4.65  0.3818
H  4.63  -1.50  -5.63  0.2789
H  2.12  -0.89  -4.01  0.2915
H  2.27  -0.92  -5.75  0.3535
H  3.14  0.28  -4.97  0.2814
O  -6.20  0.73  -3.95  -0.4265
N  -6.66  -0.41  -4.09  -0.1360
C  -6.12  -1.44  -3.34  -0.2284
C  -5.02  -1.26  -2.61  1.0923
N  -4.09  -1.09  -1.95  -0.3909
C  -6.74  -2.74  -3.48  0.1122
N  -7.41  -3.62  -3.80  -0.4696

The total energy is -76254.9681 eV. Its HOMO energy is -7.807 eV. Its strongest force on any atom is 4.92 eV Å⁻¹. The relative energy (zero: lowest compared OMol25 entry of this formula, charge and spin) is 70.4 kJ/mol.

***

(4)
This record from the Open Molecules 2025 dataset describes 3 unconnected molecules or ions with the total composition C27H32B2Cl3O3 in a non-equilibrium geometry. The level of theory is wB97M-V/def2-TZVPD.

Last column: Mulliken charge in e.
Geometry (Å):
Cl  -1.22  -0.68  -3.23  -0.5337
B  0.11  -2.67  -2.39  0.5813
Cl  -1.16  -3.89  -2.35  -0.2819
Cl  1.25  -2.75  -3.70  -0.2573
O  0.50  -2.24  -1.07  -0.0308
C  1.18  -1.21  -0.66  0.6217
C  2.34  -0.76  -1.41  0.5118
C  3.65  -0.96  -0.95  -0.3370
C  4.71  -0.71  -1.82  -0.6543
C  4.49  -0.12  -3.07  -0.6942
C  3.21  0.26  -3.46  -0.7885
C  2.14  -0.15  -2.68  0.1697
H  1.09  -0.92  0.40  -0.8262
H  3.81  -1.34  0.07  0.4508
H  5.73  -0.97  -1.53  0.4047
H  5.32  0.10  -3.75  0.3594
H  3.01  0.84  -4.35  0.4330
H  1.12  -0.01  -3.02  0.1305
C  -1.80  3.33  0.03  -1.7746
C  -1.18  2.50  -1.08  2.0006
C  -0.99  3.38  -2.31  -2.2500
C  0.12  1.73  -0.61  1.8717
C  1.36  2.38  -1.15  -2.1209
C  0.29  1.61  0.87  -2.4837
O  -0.08  0.39  -1.08  0.3455
B  -1.45  0.24  -1.55  0.3854
C  -2.33  -0.85  -0.73  0.7863
C  -3.66  -1.13  -1.05  -0.5879
C  -4.30  -2.24  -0.49  -0.6894
C  -3.58  -3.10  0.35  -0.7090
C  -2.26  -2.81  0.66  -0.9600
C  -1.71  -1.59  0.26  1.2278
C  1.19  -1.58  2.35  -0.2502
C  1.00  -3.02  2.60  -1.4286
C  0.36  -0.64  3.04  0.6240
C  0.96  0.49  3.65  -0.4154
C  0.19  1.56  4.08  -0.6147
C  -1.20  1.56  3.90  -0.4451
C  -1.82  0.40  3.41  -0.7128
C  -1.06  -0.73  3.14  -0.3256
O  -2.10  1.49  -1.50  -0.3830
H  -1.10  4.09  0.39  0.3072
H  -2.67  3.88  -0.36  0.4496
H  -2.14  2.71  0.86  0.2734
H  -0.36  4.25  -2.10  0.3376
H  -0.59  2.82  -3.16  0.3777
H  -1.98  3.75  -2.60  0.5344
H  1.44  3.37  -0.69  0.4269
H  2.26  1.80  -0.89  0.4265
H  1.32  2.50  -2.23  0.4457
H  0.41  2.60  1.34  0.5763
H  -0.53  1.07  1.36  -0.2132
H  1.22  1.07  1.11  0.7781
H  -4.18  -0.50  -1.77  0.3677
H  -5.34  -2.45  -0.75  0.3300
H  -4.04  -4.03  0.73  0.3514
H  -1.65  -3.52  1.22  0.3305
H  -0.84  -1.19  0.78  -0.7418
H  2.20  -1.27  2.12  0.3816
H  1.63  -3.66  1.96  0.3066
H  1.26  -3.23  3.66  0.3777
H  -0.06  -3.30  2.46  0.1521
H  2.05  0.50  3.75  0.3835
H  0.70  2.40  4.57  0.3652
H  -1.78  2.44  4.20  0.3640
H  -2.90  0.39  3.27  0.3997
H  -1.56  -1.68  2.97  0.5624

The total energy is -73584.8524 eV. Its HOMO energy is -2.346 eV. Its strongest force on any atom is 2.75 eV Å⁻¹. The total charge is -1. The relative energy (zero: lowest compared OMol25 entry of this formula, charge and spin) is 211.9 kJ/mol.